The following is a DFT calculation (ωB97M-V/def2-TZVPD) of an isolated molecule of C3H7OP at a distorted geometry.

Last columns: bonded neighbours and bond lengths (Å).
Element x y z (Å)
1 C 1.17708 -0.48247 -1.21514  P2 1.822, H6 1.072, H7 1.108, H8 1.126
2 P -0.36059 -0.72866 -0.26871  C1 1.822, O3 1.461, C4 1.973, C5 1.803
3 O -1.03077 -2.02672 -0.26321  P2 1.461
4 C -1.07326 1.02703 0.27962  P2 1.973, C5 1.598, H9 1.043, H10 1.072
5 C -0.29918 0.10375 1.32937  P2 1.803, C4 1.598, H11 1.125, H12 1.203
6 H 1.88768 -0.80022 -0.47842  C1 1.072
7 H 1.33721 -1.06123 -2.14596  C1 1.108
8 H 1.27498 0.61193 -1.46304  C1 1.126
9 H -1.99892 1.50427 0.32910  C4 1.043
10 H -0.35302 1.77141 0.00175  C4 1.072
11 H 0.57890 0.51873 1.89618  C5 1.125
12 H -1.14012 -0.43783 1.99847  C5 1.203

Computed properties:
Electronic energy, eV: -14559.33883
Lowest unoccupied orbital energy, eV: 0.79
Charge: 0
ΔE to the lowest compared entry with this formula, charge and spin, kcal per mole: 20.3